1.
7 unconnected molecules or ions with the total composition C28H77N7O7 at a distorted geometry, computed with wB97M-V/def2-TZVPD.

Results
Structure (SMILES): COC[C@H](C)N.COC[C@H](C)N.COC[C@H](C)N.COC[C@H](C)N.COC[C@H](C)N.COC[C@H](C)N.COC[C@H](C)N
Largest force on an atom in Eh/bohr: 0.0474
Energy relative to the best compared isomer or geometry (same formula, charge and spin) in kcal/mol: 107.3
DFT total energy in eV: -55040.481

```
! RIJCOSX wB97M-V def2-TZVPD def2/J DEFGRID3
* xyz 0 1
C 4.147 -1.573 -1.702
C 3.312 -2.260 -2.855
C 2.419 -3.422 -2.317
O 3.216 -4.091 -1.379
C 2.502 -5.042 -0.645
N 2.497 -1.259 -3.566
H 4.534 -2.265 -0.955
H 3.617 -0.919 -1.009
H 4.874 -0.898 -2.153
H 4.012 -2.677 -3.579
H 2.061 -4.087 -3.104
H 1.577 -3.044 -1.738
H 3.053 -5.625 0.093
H 2.171 -5.770 -1.386
H 1.565 -4.805 -0.141
H 2.178 -0.656 -2.821
H 2.953 -0.605 -4.186
C -1.196 -8.121 -2.562
C -1.546 -8.628 -1.139
C -0.384 -8.463 -0.117
O 0.669 -9.308 -0.523
C 1.933 -8.761 -0.231
N -2.734 -7.946 -0.631
H -2.055 -8.265 -3.217
H -0.382 -8.745 -2.930
H -0.861 -7.085 -2.530
H -1.650 -9.714 -1.138
H -0.431 -8.952 0.856
H -0.066 -7.422 -0.052
H 2.018 -7.742 0.147
H 2.603 -8.790 -1.090
H 2.363 -9.473 0.474
H -2.851 -8.169 0.347
H -2.675 -6.939 -0.581
C -4.315 4.689 3.956
C -2.892 4.851 4.651
C -1.698 4.473 3.751
O -1.784 3.257 2.965
C -1.637 2.032 3.873
N -2.793 6.158 5.310
H -5.161 4.467 4.607
H -4.122 3.822 3.325
H -4.568 5.479 3.249
H -2.943 4.223 5.540
H -0.785 4.561 4.339
H -1.611 5.350 3.110
H -2.390 2.074 4.660
H -0.676 2.068 4.387
H -1.785 1.095 3.337
H -2.032 6.316 5.954
H -2.889 6.913 4.646
C 3.158 8.168 -3.148
C 1.739 8.465 -2.608
C 1.407 7.583 -1.333
O 1.574 6.188 -1.709
C 1.147 5.285 -0.634
N 1.508 9.878 -2.478
H 3.928 8.317 -2.391
H 3.460 8.896 -3.901
H 3.190 7.174 -3.596
H 1.043 8.158 -3.389
H 0.387 7.769 -0.996
H 2.060 7.858 -0.504
H 0.107 5.455 -0.355
H 1.847 5.453 0.185
H 1.190 4.253 -0.983
H 1.878 10.129 -1.573
H 0.532 9.929 -2.223
C -0.558 1.159 -0.014
C -0.039 -0.295 -0.116
C -1.199 -1.367 -0.111
O -0.601 -2.648 -0.101
C -1.338 -3.775 -0.376
N 0.794 -0.410 -1.320
H 0.234 1.905 0.059
H -1.116 1.384 0.895
H -1.055 1.404 -0.952
H 0.597 -0.544 0.733
H -1.902 -1.361 -0.944
H -1.830 -1.238 0.769
H -1.960 -3.610 -1.256
H -1.961 -4.071 0.468
H -0.803 -4.700 -0.591
H 0.233 0.049 -2.023
H 0.792 -1.379 -1.604
C 0.706 3.674 -4.519
C 0.075 2.327 -4.735
C -1.363 2.255 -4.107
O -1.970 0.997 -4.413
C -3.339 0.781 -4.023
N -0.079 2.029 -6.172
H 0.072 4.479 -4.891
H 1.679 3.787 -4.999
H 0.787 3.873 -3.450
H 0.629 1.465 -4.362
H -1.920 3.043 -4.615
H -1.353 2.592 -3.070
H -3.662 -0.257 -4.106
H -4.045 1.261 -4.701
H -3.424 0.922 -2.946
H -0.675 2.645 -6.707
H -0.583 1.154 -6.191
C 0.346 -2.899 3.654
C 0.654 -2.163 5.026
C -0.047 -0.797 4.962
O 0.190 0.145 5.949
C -0.577 0.051 7.156
N 0.253 -3.020 6.101
H 0.584 -3.962 3.679
H 0.985 -2.476 2.879
H -0.691 -2.771 3.345
H 1.738 -2.050 5.029
H -1.113 -1.025 4.983
H 0.154 -0.281 4.024
H -1.464 0.679 7.238
H 0.031 0.495 7.945
H -0.758 -0.966 7.503
H 0.941 -3.158 6.828
H -0.562 -2.602 6.528
*
```

2.
A molecular structure, C17H26BI2KN3O4S3 at a distorted geometry, computed with wB97M-V/def2-TZVPD.

Results
Largest force on an atom in Eh/bohr: 0.1601
DFT total energy in eV: -96397.888

```
! RIJCOSX wB97M-V def2-TZVPD def2/J DEFGRID3
* xyz 1 1
C 2.276 -0.561 3.903
C 1.475 -1.234 2.597
B 1.904 -0.339 1.257
O 2.448 1.029 1.571
C 1.724 -0.862 -0.309
C 2.985 -0.549 -1.362
I 4.960 -0.878 -0.434
C 2.837 0.876 -2.155
C 3.374 2.193 -1.344
I 3.889 0.749 -4.119
N 1.908 -2.384 -0.130
C 0.589 -3.147 -0.068
O 0.484 -4.477 0.009
C -0.630 -2.000 -0.080
C -2.097 -2.522 -0.590
C -3.334 -2.233 0.460
C -3.513 -0.619 0.836
S -4.149 0.303 -0.665
C -4.106 2.182 -0.389
S -5.236 3.149 -1.258
N -3.065 2.802 0.556
C -2.136 3.879 -0.043
C -1.157 4.243 1.228
N -1.649 3.392 2.389
C -2.822 2.490 2.038
C 0.186 -0.860 -0.951
S -0.451 0.853 -0.544
C -0.004 -1.116 -2.558
O -1.171 -0.379 -3.147
O -0.687 0.619 -3.847
H 3.405 -0.306 3.617
H 2.301 -1.351 4.770
H 1.744 0.451 4.244
H 1.842 -2.345 2.553
H 0.322 -1.119 2.834
H 1.652 1.514 1.985
H 2.886 -1.401 -2.192
H 1.705 1.108 -2.453
H 2.617 2.592 -0.512
H 3.420 3.078 -2.145
H 4.456 2.109 -0.907
H 2.663 -2.678 0.527
H -0.795 -1.732 1.051
H -2.027 -3.705 -0.718
H -2.440 -2.109 -1.632
H -3.255 -2.879 1.450
H -4.338 -2.525 -0.105
H -4.281 -0.571 1.727
H -2.485 -0.246 1.255
H -2.106 4.294 -1.141
H -0.253 5.021 1.194
H -3.432 1.733 2.696
H -0.753 1.005 0.819
H -0.264 -2.261 -2.713
H 0.920 -0.845 -3.222
H -0.998 1.504 -3.488
K 2.664 -2.936 -2.347
*
```

3.
A gas-phase ion, C34H34N5O2 (charge +1) at a distorted geometry, computed with wB97M-V/def2-TZVPD.

Results
Structure (SMILES): CC(=O)N1CCN2CCN(C(C)=O)c3c[n+](C4(c5ccc(N(C)C)cc5)c5ccccc5-c5ccccc54)cc1c32
Largest force on an atom in Eh/bohr: 0.0703
Energy relative to the best compared isomer or geometry (same formula, charge and spin) in kcal/mol: 0.0
DFT total energy in eV: -47349.980

```
! RIJCOSX wB97M-V def2-TZVPD def2/J DEFGRID3
* xyz 1 1
C -6.002 0.847 2.298
N -4.930 0.360 3.137
C -5.311 0.089 4.503
C -3.622 0.296 2.738
C -3.130 1.122 1.704
C -1.760 1.255 1.547
C -0.880 0.274 2.035
C 0.533 0.190 1.508
C 1.375 -0.952 2.070
C 2.630 -0.458 2.469
C 3.700 -1.304 2.714
C 3.518 -2.668 2.490
C 2.247 -3.173 2.179
C 1.145 -2.318 2.027
C 2.614 0.997 2.424
C 1.371 1.435 1.933
C 1.031 2.773 2.057
C 2.010 3.686 2.504
C 3.286 3.241 2.897
C 3.585 1.875 2.891
C -1.358 -0.572 3.046
C -2.697 -0.535 3.423
H -5.634 1.397 1.437
H -6.630 0.028 1.927
H -6.630 1.505 2.910
H -4.606 0.548 5.214
H -6.302 0.528 4.656
H -5.379 -0.988 4.717
H -3.811 1.694 1.067
H -1.398 2.077 0.926
H 4.656 -0.877 3.024
H 4.367 -3.350 2.565
H 2.101 -4.248 2.041
H 0.135 -2.699 1.867
H 0.017 3.124 1.851
H 1.765 4.753 2.555
H 4.035 3.956 3.232
H 4.537 1.479 3.233
H -0.671 -1.250 3.553
H -3.057 -1.169 4.237
C -3.184 2.587 -3.347
C -2.543 1.551 -2.457
O -3.071 1.189 -1.404
N -1.364 0.999 -2.970
C -1.104 1.055 -4.403
C -0.486 -0.238 -4.870
N 0.705 -0.500 -4.111
C 1.486 -1.586 -4.630
C 2.848 -1.570 -3.985
N 2.762 -1.518 -2.531
C 3.504 -2.462 -1.806
C 4.828 -2.824 -2.443
O 3.099 -2.996 -0.779
C 1.707 -0.804 -1.929
C 1.670 -0.536 -0.569
N 0.558 0.014 0.042
C -0.486 0.354 -0.782
C -0.396 0.378 -2.161
C 0.695 -0.276 -2.763
H -2.445 3.122 -3.956
H -3.927 2.104 -4.004
H -3.712 3.300 -2.707
H -2.046 1.207 -4.933
H -0.429 1.896 -4.619
H -1.212 -1.068 -4.766
H -0.178 -0.147 -5.918
H 0.981 -2.556 -4.446
H 1.580 -1.417 -5.709
H 3.378 -2.478 -4.274
H 3.410 -0.696 -4.339
H 5.174 -2.058 -3.149
H 5.577 -2.945 -1.652
H 4.735 -3.789 -2.969
H 2.482 -0.840 0.086
H -1.448 0.579 -0.354
*
```

Which of these has the highest DFT total energy?
C34H34N5O2

What is the largest force on an atom in the third record?
0.0703 Eh/bohr

Number 1 is which compound?
C28H77N7O7

Please write out number 2 again, unchanged.
A molecular structure, C17H26BI2KN3O4S3 at a distorted geometry, computed with wB97M-V/def2-TZVPD.

Results
Largest force on an atom in Eh/bohr: 0.1601
DFT total energy in eV: -96397.888

```
! RIJCOSX wB97M-V def2-TZVPD def2/J DEFGRID3
* xyz 1 1
C 2.276 -0.561 3.903
C 1.475 -1.234 2.597
B 1.904 -0.339 1.257
O 2.448 1.029 1.571
C 1.724 -0.862 -0.309
C 2.985 -0.549 -1.362
I 4.960 -0.878 -0.434
C 2.837 0.876 -2.155
C 3.374 2.193 -1.344
I 3.889 0.749 -4.119
N 1.908 -2.384 -0.130
C 0.589 -3.147 -0.068
O 0.484 -4.477 0.009
C -0.630 -2.000 -0.080
C -2.097 -2.522 -0.590
C -3.334 -2.233 0.460
C -3.513 -0.619 0.836
S -4.149 0.303 -0.665
C -4.106 2.182 -0.389
S -5.236 3.149 -1.258
N -3.065 2.802 0.556
C -2.136 3.879 -0.043
C -1.157 4.243 1.228
N -1.649 3.392 2.389
C -2.822 2.490 2.038
C 0.186 -0.860 -0.951
S -0.451 0.853 -0.544
C -0.004 -1.116 -2.558
O -1.171 -0.379 -3.147
O -0.687 0.619 -3.847
H 3.405 -0.306 3.617
H 2.301 -1.351 4.770
H 1.744 0.451 4.244
H 1.842 -2.345 2.553
H 0.322 -1.119 2.834
H 1.652 1.514 1.985
H 2.886 -1.401 -2.192
H 1.705 1.108 -2.453
H 2.617 2.592 -0.512
H 3.420 3.078 -2.145
H 4.456 2.109 -0.907
H 2.663 -2.678 0.527
H -0.795 -1.732 1.051
H -2.027 -3.705 -0.718
H -2.440 -2.109 -1.632
H -3.255 -2.879 1.450
H -4.338 -2.525 -0.105
H -4.281 -0.571 1.727
H -2.485 -0.246 1.255
H -2.106 4.294 -1.141
H -0.253 5.021 1.194
H -3.432 1.733 2.696
H -0.753 1.005 0.819
H -0.264 -2.261 -2.713
H 0.920 -0.845 -3.222
H -0.998 1.504 -3.488
K 2.664 -2.936 -2.347
*
```